Entry from the Open Molecules 2025 dataset: a structure of composition C51H71N7O5S3Ti in a non-equilibrium geometry (the ωB97M-V functional and the def2-TZVPD basis).

Geometry as XYZ:
```
138
Properties=species:S:1:pos:R:3:lowdin_charge:R:1
Ti 0.01642 0.21318 -0.30582 1.111
C 5.39006 -1.49773 -4.73557 -0.067
C 4.67484 -2.75573 -4.23744 -0.556
C 5.70790 -3.64858 -3.53183 -0.047
C 4.11038 -3.49706 -5.45910 -0.047
C 3.54644 -2.43378 -3.25967 -0.174
C 3.25731 -1.14763 -2.84976 0.031
C 2.20518 -0.92137 -1.95619 -0.257
N 1.71824 0.27204 -1.49673 -0.034
C 2.25193 1.52909 -1.63827 -0.220
C 3.57530 1.90984 -1.84522 -0.006
C 3.91393 3.24900 -1.96482 -0.177
C 2.89180 4.19336 -1.87526 0.018
C 1.55983 3.87180 -1.64071 -0.086
C 1.22395 2.50966 -1.49342 -0.268
O 0.02160 2.02678 -1.26630 -0.171
C 0.47315 4.94363 -1.56129 -0.530
C -0.28319 4.83110 -0.22811 -0.030
C 1.03176 6.36456 -1.66603 -0.070
C -0.50317 4.73162 -2.73035 -0.039
C 5.37583 3.62951 -2.19848 -0.551
C 5.90821 2.87970 -3.43123 -0.046
C 5.56483 5.12726 -2.44895 -0.066
C 6.21082 3.23596 -0.97084 -0.048
C 1.39499 -1.98783 -1.49387 -0.262
O 0.40470 -1.60260 -0.69225 -0.228
C 1.67619 -3.30730 -1.92059 -0.083
C 2.76127 -3.48296 -2.76831 0.000
C 0.76979 -4.48965 -1.56507 -0.525
C 0.58300 -4.59569 -0.04807 -0.045
C 1.32017 -5.83156 -2.05278 -0.064
C -0.58400 -4.24479 -2.24668 -0.030
H 6.17876 -1.78166 -5.43430 0.084
H 4.70144 -0.83080 -5.25668 0.090
H 5.85293 -0.95363 -3.91001 0.078
H 6.53102 -3.88404 -4.21069 0.083
H 6.11481 -3.13743 -2.65698 0.085
H 5.26111 -4.58634 -3.20059 0.075
H 4.90777 -3.69447 -6.17922 0.082
H 3.66634 -4.45248 -5.18081 0.074
H 3.34319 -2.89565 -5.94932 0.091
H 3.79143 -0.29842 -3.24885 0.091
H 4.34026 1.14434 -1.85487 0.090
H 3.14948 5.23585 -1.98593 0.082
H 0.39397 5.00536 0.61180 0.094
H -1.08370 5.57418 -0.18603 0.088
H -0.72589 3.84476 -0.11690 0.063
H 1.75932 6.56524 -0.87748 0.086
H 1.49864 6.54225 -2.63660 0.084
H 0.21215 7.07647 -1.55438 0.083
H -0.96218 3.74557 -2.67248 0.072
H -1.29280 5.48693 -2.70544 0.083
H 0.02374 4.81528 -3.68288 0.088
H 5.28324 3.08778 -4.30065 0.093
H 6.92952 3.19894 -3.65277 0.082
H 5.91971 1.80112 -3.27018 0.066
H 5.02045 5.44330 -3.33997 0.090
H 5.22672 5.72014 -1.59794 0.084
H 6.62421 5.33815 -2.60613 0.083
H 6.12118 2.16790 -0.76156 0.065
H 7.26631 3.46401 -1.13886 0.085
H 5.87709 3.79322 -0.09259 0.084
H 3.00052 -4.48461 -3.09538 0.087
H 1.51902 -4.91065 0.41874 0.067
H 0.30630 -3.63870 0.37613 0.018
H -0.18900 -5.33241 0.19173 0.092
H 2.31527 -6.01858 -1.64461 0.084
H 0.66140 -6.63283 -1.71276 0.087
H 1.36724 -5.87862 -3.14183 0.084
H -0.99198 -3.29387 -1.91402 0.050
H -0.46082 -4.20560 -3.33043 0.094
H -1.29169 -5.04194 -2.00468 0.088
N -1.56532 -1.16135 0.86108 -0.031
C -2.89192 -0.96445 0.27553 -0.212
C -2.76186 -0.96960 -1.24276 -0.199
N -1.71335 -0.02584 -1.64953 -0.013
H -1.26947 -2.12756 0.76994 0.058
H -1.55424 -0.92930 1.84805 0.075
H -3.27484 0.00075 0.60254 0.101
H -3.60613 -1.73840 0.57344 0.123
H -3.72858 -0.72856 -1.69383 0.122
H -2.47388 -1.96747 -1.56898 0.098
H -2.03174 0.93369 -1.52363 0.099
H -1.44679 -0.15609 -2.61739 0.122
O 0.40851 3.77810 3.66985 0.053
C -0.91816 3.67640 3.50349 -0.267
C -1.73294 4.49928 4.28051 -0.011
C -3.10717 4.45054 4.16425 -0.081
C -3.70553 3.58073 3.25813 -0.092
C -2.90729 2.77404 2.47391 -0.023
C -1.51625 2.79768 2.58197 -0.075
C -0.72736 1.89696 1.72055 -0.413
O -1.28147 1.31616 0.71900 -0.164
N 0.53024 1.69567 2.03623 0.029
N 1.20143 0.81130 1.19054 -0.153
C 2.45310 0.69916 1.50432 -0.829
S 3.11070 1.48400 2.93201 0.998
C 4.76995 1.55541 2.18450 -0.485
C 5.05056 0.19243 1.59853 -0.463
S 3.56678 -0.35070 0.66262 1.025
H 0.83565 3.07151 3.13611 0.037
H -1.25410 5.16546 4.98590 0.117
H -3.71837 5.09256 4.78518 0.103
H -4.78274 3.53448 3.17286 0.098
H -3.34896 2.09554 1.75604 0.104
H 5.47643 1.82054 2.96925 0.086
H 4.75277 2.32875 1.41831 0.061
H 5.24172 -0.53799 2.38635 0.067
H 5.88273 0.19930 0.89550 0.076
C 5.61305 -5.79878 1.41566 -0.100
C 4.41855 -4.85310 1.47058 -0.235
C 4.35694 -4.10620 2.80370 -0.172
N 3.29481 -3.11108 2.82188 0.029
C 2.00475 -3.31869 3.08668 -0.839
S 0.84670 -2.19490 2.67933 0.750
N 1.62731 -4.50885 3.69699 0.109
C 2.10003 -5.16493 4.83481 -0.422
O 1.73186 -6.29903 5.04548 0.098
C 2.98363 -4.42578 5.77863 -0.158
C 3.81080 -5.17851 6.61231 -0.019
C 4.60713 -4.55539 7.55548 -0.071
C 4.57700 -3.17348 7.68762 -0.076
C 3.72611 -2.42270 6.88987 -0.066
C 2.92544 -3.04207 5.94487 -0.022
H 5.64300 -6.32136 0.46048 0.072
H 5.55320 -6.54394 2.21054 0.077
H 6.54867 -5.24910 1.53286 0.074
H 3.49563 -5.42488 1.34924 0.098
H 4.47076 -4.12848 0.65259 0.111
H 5.30059 -3.58323 2.97867 0.129
H 4.21931 -4.81227 3.61892 0.107
H 3.44503 -2.30066 2.23151 0.050
H 0.74768 -4.87789 3.36566 0.141
H 3.81202 -6.25515 6.50386 0.121
H 5.24946 -5.14624 8.19499 0.105
H 5.20462 -2.68477 8.42126 0.105
H 3.67709 -1.34809 7.00856 0.107
H 2.23240 -2.44653 5.36650 0.098
```

Properties
total energy	-4789.7604	hartree
HOMO energy (spin up / spin down)	-6.46 / -6.46	eV
ΔE to the lowest compared entry with this formula, charge and spin	78.5	kJ/mol